Entry from the OMol25 dataset: 2 unconnected molecules or ions with the total composition CHO4S in a non-equilibrium geometry (ωB97M-V/def2-TZVPD).

```
7
Properties=species:S:1:pos:R:3:nbo_charge:R:1
C 0.97186 1.39643 0.30430 0.283
O -1.27889 -1.30749 1.06348 -0.979
O 0.82184 2.54051 -0.07191 -0.535
O -1.70931 -0.68461 -1.29212 -0.969
O 0.15264 -2.21888 -0.73780 -0.975
S -0.70722 -1.10193 -0.28996 2.077
H 1.74910 1.37596 1.02402 0.098
```

## Properties
**E**: -20076.95490 eV
**Orbital gap (spin up / spin down)**: 6.87 / 8.91 eV
**Net charge**: -1
**LUMO level (spin up / spin down)**: 3.2 / 3.7 eV
**Energy relative to the best compared isomer or geometry (same formula, charge and spin)**: 295.1 kJ/mol
**HOMO level (spin up / spin down)**: -3.629 / -5.182 eV